Record 1
DFT (ωB97M-V with the def2-TZVPD basis set) results for a molecular structure, C44H30Cl7F6N3O5SSbSc in a non-equilibrium geometry.

The geometry in ORCA input format:
```
! wB97M-V def2-TZVPD RIJCOSX def2/J DEFGRID3
* xyz 0 1
Sc -1.027 -0.793 -0.396
Cl 0.654 -5.404 -1.033
C -0.756 -4.983 -0.122
C -1.524 -5.995 0.459
C -2.655 -5.685 1.166
Cl -3.603 -6.961 1.852
C -3.055 -4.343 1.338
C -4.206 -3.931 2.041
C -4.492 -2.598 2.141
C -3.630 -1.662 1.552
N -2.544 -2.005 0.894
C -2.251 -3.327 0.766
C -1.086 -3.634 -0.017
O -0.410 -2.677 -0.572
H -1.217 -7.023 0.338
H -4.849 -4.676 2.488
H -5.373 -2.252 2.662
H -3.834 -0.600 1.629
Cl 2.051 2.712 -6.093
C 1.540 1.953 -4.639
C 0.342 2.330 -4.037
Cl -0.648 3.529 -4.755
C -0.047 1.727 -2.851
Cl -1.579 2.036 -2.148
C 0.755 0.775 -2.187
O 0.439 0.338 -0.996
C 1.925 0.371 -2.857
Cl 2.863 -0.880 -2.151
C 2.306 0.940 -4.065
Cl 3.735 0.402 -4.847
C -1.629 -2.814 -3.445
C -2.469 -1.579 -3.078
O -1.985 -0.844 -2.033
C -3.897 -2.045 -2.715
F -3.848 -2.795 -1.593
F -4.469 -2.806 -3.661
F -4.731 -1.028 -2.461
C -2.527 -0.671 -4.333
F -3.036 -1.299 -5.410
F -1.279 -0.284 -4.662
F -3.252 0.437 -4.153
H -1.776 -3.593 -2.700
H -0.579 -2.525 -3.450
H -1.913 -3.194 -4.424
O 4.375 -5.416 -1.040
C 4.821 -4.746 0.107
N 3.714 -3.928 0.544
C 3.817 -3.144 1.631
O 4.849 -3.031 2.272
C 2.560 -2.424 2.025
C 2.237 -2.346 3.375
C 1.084 -1.678 3.744
C 0.294 -1.118 2.752
N 0.606 -1.163 1.457
C 1.723 -1.805 1.108
H 5.033 -6.064 -1.305
H 5.685 -4.102 -0.103
H 5.100 -5.444 0.909
H 2.850 -4.063 0.037
H 2.894 -2.799 4.105
H 0.796 -1.590 4.781
H -0.624 -0.596 2.998
H 1.974 -1.781 0.057
S -1.781 1.157 1.274
Sb -0.195 2.775 0.849
C 1.889 2.274 0.668
C 2.383 1.526 1.727
C 3.692 1.073 1.685
C 4.495 1.375 0.594
C 3.996 2.143 -0.447
C 2.686 2.599 -0.416
C -1.034 4.420 -0.265
C -2.381 4.642 -0.017
C -3.043 5.646 -0.704
C -2.364 6.412 -1.641
C -1.015 6.194 -1.865
C -0.337 5.203 -1.170
C -0.078 3.772 2.741
C -0.823 3.326 3.823
C -0.737 3.985 5.042
C 0.089 5.090 5.175
C 0.828 5.541 4.091
C 0.746 4.883 2.875
H 1.752 1.298 2.579
H 4.081 0.475 2.498
H 5.511 1.008 0.557
H 4.621 2.375 -1.299
H 2.298 3.190 -1.237
H -2.913 4.018 0.693
H -4.094 5.823 -0.519
H -2.891 7.182 -2.186
H -0.481 6.793 -2.591
H 0.720 5.049 -1.349
H -1.474 2.469 3.700
H -1.316 3.634 5.887
H 0.159 5.600 6.126
H 1.470 6.406 4.195
H 1.321 5.237 2.027
*
```

Results
Highest occupied orbital energy, eV: -7.87
Total energy, a.u.: -7455.18787
Frontier orbital gap, eV: 7.54

Here are the Mulliken charges for atoms 1 to 5, given in e: 0.110, -0.255, 1.133, -0.450, 0.656

---

Record 2
DFT (ωB97M-V with the def2-TZVPD basis set) results for a single C8H12N2 molecule in a non-equilibrium geometry.

The geometry in ORCA input format:
```
! wB97M-V def2-TZVPD RIJCOSX def2/J DEFGRID3
* xyz 0 1
C 0.923 1.542 -0.626
C -0.009 -1.586 -0.323
C -1.364 -0.907 -0.643
C 1.214 -0.852 -0.793
C -1.954 -0.024 0.486
C 1.347 0.418 -0.020
C -1.548 1.397 0.220
C 1.807 0.299 1.417
N 0.552 2.602 -1.083
N -1.621 2.591 0.174
H 0.164 -1.768 0.719
H 0.044 -2.522 -0.881
H -1.245 -0.500 -1.677
H -1.922 -1.827 -0.872
H 1.933 -1.576 -0.641
H 1.047 -0.591 -1.939
H -3.041 0.043 0.351
H -1.697 -0.482 1.405
H 1.204 -0.471 1.877
H 1.934 1.301 1.860
H 2.884 -0.126 1.439
H -0.652 3.037 -0.451
*
```

Results
Highest occupied orbital energy (spin up / spin down), eV: -7.16 / -7.16
Total energy, a.u.: -421.38348
Frontier orbital gap (spin up / spin down), eV: 7.31 / 7.31

Here are the natural (NBO) charges for atoms 1 to 5, given in e: 0.309, -0.379, -0.415, -0.388, -0.511